(1)
Formula: C38H41N5OS2SiV
Source: the OMol25 dataset
Level of theory: ωB97M-V with the def2-TZVPD basis set

```
! RIJCOSX wB97M-V def2-TZVPD def2/J DEFGRID3
* xyz 0 4
V 0.830 1.061 -0.275
N 0.935 -1.298 0.510
C 2.168 -1.545 1.179
C 2.620 -2.802 1.473
C 3.839 -3.002 2.151
C 4.580 -1.934 2.571
C 4.153 -0.621 2.269
C 4.865 0.534 2.673
C 4.427 1.768 2.292
C 3.312 1.854 1.434
N 2.606 0.808 1.078
C 2.974 -0.428 1.522
H 0.616 -2.119 0.011
H 0.224 -1.001 1.183
H 2.022 -3.658 1.183
H 4.174 -4.011 2.350
H 5.505 -2.075 3.117
H 5.752 0.416 3.284
H 4.939 2.672 2.588
H 2.989 2.797 1.012
S -0.478 1.166 1.797
C -2.107 0.903 1.281
N -3.002 0.362 2.165
C -4.267 -0.112 1.638
C -4.831 0.928 0.701
N -3.859 1.230 -0.330
C -4.397 1.451 -1.665
C -4.821 0.151 -2.307
C -3.882 -0.861 -2.500
C -4.260 -2.065 -3.070
C -5.580 -2.274 -3.454
C -6.518 -1.272 -3.266
C -6.137 -0.064 -2.691
C -2.531 1.260 -0.032
S -1.409 1.750 -1.236
C -2.597 -0.154 3.468
C -2.033 -1.558 3.427
C -2.865 -2.650 3.189
C -2.349 -3.936 3.127
C -0.992 -4.150 3.323
C -0.158 -3.074 3.588
C -0.676 -1.786 3.635
H -4.950 -0.278 2.471
H -4.143 -1.059 1.098
H -5.101 1.834 1.254
H -5.728 0.534 0.221
H -3.637 1.948 -2.262
H -5.253 2.125 -1.583
H -2.851 -0.688 -2.209
H -3.522 -2.843 -3.224
H -5.872 -3.215 -3.902
H -7.547 -1.427 -3.563
H -6.872 0.720 -2.545
H -3.489 -0.133 4.097
H -1.868 0.526 3.899
H -3.931 -2.499 3.062
H -3.009 -4.773 2.939
H -0.590 -5.155 3.285
H 0.899 -3.230 3.762
H -0.024 -0.945 3.835
C 1.158 0.017 -2.116
C 2.504 -0.576 -2.037
C 2.696 -1.964 -1.998
C 3.934 -2.523 -1.739
C 5.037 -1.700 -1.523
C 4.885 -0.315 -1.629
C 3.646 0.232 -1.891
C 6.306 -2.270 -1.176
N 7.315 -2.734 -0.876
H 0.384 -0.731 -2.299
H 1.081 0.806 -2.865
H 1.844 -2.615 -2.164
H 4.052 -3.598 -1.689
H 5.745 0.327 -1.484
H 3.529 1.308 -1.925
C 0.262 5.162 -0.799
Si 1.433 4.021 -1.712
C 0.770 3.643 -3.425
C 3.109 4.848 -1.892
O 1.667 2.653 -0.852
H -0.042 6.019 -1.405
H 0.724 5.542 0.115
H -0.636 4.608 -0.517
H 0.648 4.555 -4.015
H -0.200 3.143 -3.379
H 1.462 2.990 -3.965
H 3.040 5.836 -2.353
H 3.779 4.239 -2.504
H 3.576 4.972 -0.911
*
```

Computed properties:
ΔE to the lowest compared entry with this formula, charge and spin: 0.0 kcal/mol

***

(2)
Formula: C38H42AsAuCl2NO2P2
Source: the OMol25 dataset
Level of theory: ωB97M-V with the def2-TZVPD basis set

```
! RIJCOSX wB97M-V def2-TZVPD def2/J DEFGRID3
* xyz -1 1
Au 0.784 3.469 0.069
O -1.127 -1.342 -0.809
P -0.540 -1.225 0.547
C 1.070 -0.400 0.660
P 2.117 -0.526 -0.808
O 1.593 0.105 -2.044
C 3.665 0.241 -0.265
C 4.601 -0.366 0.570
C 5.710 0.342 1.004
C 5.890 1.662 0.612
C 4.966 2.268 -0.226
C 3.859 1.559 -0.669
C 2.415 -2.303 -1.024
C 2.745 -3.170 0.016
C 2.913 -4.524 -0.226
C 2.737 -5.025 -1.509
C 2.390 -4.171 -2.546
C 2.230 -2.813 -2.305
C -1.584 -0.338 1.713
C -1.116 0.111 2.946
C -1.959 0.801 3.800
C -3.265 1.069 3.410
C -3.728 0.645 2.172
C -2.890 -0.064 1.323
C -0.262 -2.885 1.245
C -0.575 -3.967 0.430
C -0.351 -5.263 0.874
C 0.187 -5.483 2.133
C 0.497 -4.405 2.954
C 0.271 -3.110 2.512
H 1.625 -0.789 1.520
H 0.919 0.672 0.871
H 4.475 -1.396 0.882
H 6.431 -0.135 1.656
H 6.750 2.218 0.964
H 5.093 3.300 -0.527
H 3.130 2.026 -1.318
H 2.845 -2.802 1.030
H 3.157 -5.190 0.592
H 2.857 -6.085 -1.696
H 2.236 -4.562 -3.544
H 1.939 -2.131 -3.094
H -0.079 -0.029 3.230
H -1.582 1.170 4.746
H -3.914 1.639 4.063
H -4.735 0.886 1.856
H -3.223 -0.369 0.338
H -0.980 -3.771 -0.555
H -0.589 -6.102 0.231
H 0.365 -6.494 2.479
H 0.912 -4.573 3.940
H 0.512 -2.276 3.161
Cl -1.781 4.349 2.456
C -0.615 3.682 3.562
C -0.802 3.898 4.911
C 0.068 3.355 5.850
C 1.133 2.585 5.396
C 1.307 2.368 4.047
Cl 2.646 1.370 3.525
C 0.456 2.898 3.026
N 0.626 2.587 1.755
H -1.648 4.497 5.225
H -0.077 3.531 6.907
H 1.835 2.142 6.091
C 0.806 4.188 -1.688
H 0.745 3.548 -2.573
H 0.767 5.244 -1.963
C -5.245 -0.353 -3.872
C -4.420 0.918 -4.056
As -3.083 1.145 -2.608
C -1.503 0.415 -3.525
C -1.664 -1.041 -3.942
C -2.654 3.055 -2.893
C -2.725 3.580 -4.322
H -5.987 -0.473 -4.666
H -5.774 -0.335 -2.917
H -4.613 -1.242 -3.869
H -5.077 1.792 -4.029
H -3.916 0.924 -5.026
H -0.674 0.504 -2.821
H -1.281 1.041 -4.393
H -1.925 -1.659 -3.082
H -0.724 -1.425 -4.347
H -2.428 -1.161 -4.714
H -1.640 3.172 -2.507
H -3.304 3.637 -2.237
H -2.096 2.997 -4.997
H -2.380 4.616 -4.371
H -3.742 3.554 -4.717
*
```

Computed properties:
ΔE to the lowest compared entry with this formula, charge and spin: 5.0 kcal/mol

***

(3)
Formula: C38H42BrCsFNO2Sb2Se2
Source: the OMol25 dataset
Level of theory: ωB97M-V with the def2-TZVPD basis set

```
! RIJCOSX wB97M-V def2-TZVPD def2/J DEFGRID3
* xyz -2 1
Cs -0.124 -1.270 1.981
O -4.473 1.604 2.192
C -4.154 2.584 3.150
C -2.646 2.767 3.447
C -2.594 3.566 4.762
O -1.321 4.074 5.110
C -2.052 1.368 3.645
Se -0.140 1.201 4.126
C -1.923 3.546 2.331
Se -2.754 3.538 0.529
H -4.096 1.952 1.353
H -4.655 2.288 4.082
H -4.555 3.560 2.845
H -2.984 2.925 5.572
H -3.263 4.433 4.678
H -0.681 3.343 4.964
H -2.185 0.817 2.717
H -2.599 0.854 4.439
H -0.919 3.145 2.207
H -1.828 4.594 2.615
C 0.583 -2.340 -1.734
C 0.828 -2.794 -3.172
C -0.047 -2.057 -4.192
Sb 0.179 0.118 -4.085
C -0.105 0.342 -6.227
C 0.749 1.137 -6.987
C 0.557 1.282 -8.354
C -0.502 0.639 -8.980
C -1.372 -0.141 -8.232
C -1.174 -0.283 -6.865
C 2.326 0.001 -4.267
C 2.928 -0.716 -5.298
C 4.307 -0.846 -5.354
C 5.099 -0.255 -4.379
C 4.510 0.469 -3.354
C 3.127 0.591 -3.296
Sb 1.568 -3.521 -0.202
C 3.454 -3.751 -1.377
C 4.537 -3.037 -0.864
C 5.787 -3.070 -1.468
C 5.981 -3.827 -2.614
C 4.919 -4.550 -3.140
C 3.675 -4.517 -2.521
C 0.777 -5.388 -0.909
C -0.509 -5.484 -1.432
C -0.993 -6.694 -1.911
C -0.202 -7.833 -1.852
C 1.070 -7.758 -1.303
C 1.553 -6.542 -0.837
H -0.483 -2.404 -1.505
H 0.902 -1.303 -1.582
H 0.595 -3.862 -3.238
H 1.879 -2.677 -3.438
H -1.099 -2.290 -4.007
H 0.193 -2.356 -5.215
H 1.578 1.641 -6.503
H 1.232 1.902 -8.933
H -0.649 0.746 -10.048
H -2.206 -0.635 -8.716
H -1.863 -0.892 -6.288
H 2.315 -1.179 -6.065
H 4.766 -1.416 -6.153
H 6.175 -0.374 -4.411
H 5.122 0.932 -2.590
H 2.672 1.139 -2.481
H 4.400 -2.439 0.032
H 6.608 -2.502 -1.044
H 6.952 -3.853 -3.095
H 5.063 -5.141 -4.038
H 2.862 -5.102 -2.940
H -1.144 -4.606 -1.443
H -1.990 -6.748 -2.331
H -0.579 -8.779 -2.224
H 1.688 -8.647 -1.241
H 2.553 -6.485 -0.419
C 0.518 5.388 0.259
C 1.293 4.143 0.567
C 2.384 4.178 1.427
C 3.087 3.021 1.714
C 2.642 1.862 1.111
Br 3.606 0.242 1.419
N 1.623 1.782 0.291
C 0.946 2.904 0.031
H 1.192 6.227 0.065
H -0.118 5.636 1.111
H -0.152 5.238 -0.582
H 2.679 5.120 1.876
H 3.926 3.015 2.393
H 0.087 2.811 -0.624
F -0.607 -3.288 0.887
*
```

Computed properties:
ΔE to the lowest compared entry with this formula, charge and spin: 28.8 kcal/mol

***

(4)
Formula: C38H42BrN2O2P2Y
Source: the OMol25 dataset
Level of theory: ωB97M-V with the def2-TZVPD basis set

```
! RIJCOSX wB97M-V def2-TZVPD def2/J DEFGRID3
* xyz 0 1
Y 0.144 0.399 -1.350
C -2.992 -0.891 1.751
C -2.098 0.257 2.116
P -0.389 0.248 1.370
C 0.486 -0.078 3.113
C 0.231 -1.324 3.733
C 0.665 -1.582 5.009
C 1.353 -0.595 5.692
C 1.689 0.575 5.016
C 1.280 0.831 3.720
C -0.170 1.924 0.768
C 1.105 2.309 -0.069
C 1.956 3.326 0.654
C 1.420 4.306 1.349
C -0.011 4.234 1.678
C -0.728 3.098 1.449
C -3.592 -0.902 0.284
P -4.033 -2.518 -0.526
C -2.300 -3.145 -0.517
C -1.540 -2.795 -1.680
C -0.161 -2.875 -1.707
C 0.541 -3.360 -0.563
C -0.207 -3.820 0.491
C -1.621 -3.771 0.495
C -4.829 -3.416 0.913
C -4.679 -4.758 1.233
C -5.346 -5.389 2.286
C -6.238 -4.673 3.104
C -6.435 -3.352 2.822
C -5.760 -2.724 1.768
H -3.842 -0.904 2.454
H -2.423 -1.809 1.892
H -2.026 0.368 3.186
H -2.477 1.179 1.684
H -0.462 -2.024 3.243
H 0.600 -2.534 5.464
H 1.627 -0.842 6.720
H 2.233 1.306 5.584
H 1.542 1.782 3.242
H 1.715 1.427 -0.055
H 3.018 3.376 0.366
H 1.981 5.123 1.747
H -0.389 5.059 2.293
H -1.695 3.021 1.976
H -2.812 -0.583 -0.426
H -4.460 -0.279 0.207
H -2.119 -2.359 -2.530
H 0.381 -2.530 -2.559
H 1.617 -3.355 -0.567
H 0.343 -4.280 1.304
H -2.074 -4.183 1.384
H -3.984 -5.375 0.742
H -5.082 -6.438 2.518
H -6.843 -5.216 3.890
H -7.133 -2.725 3.379
H -5.960 -1.657 1.528
C 4.501 0.273 -5.048
C 4.476 0.106 -3.563
C 5.529 0.296 -2.697
C 5.359 0.018 -1.350
C 4.083 -0.173 -0.901
Br 3.756 -0.457 0.965
N 3.048 -0.344 -1.707
C 3.241 -0.310 -3.009
H 3.923 -0.596 -5.436
H 5.525 0.236 -5.493
H 3.987 1.143 -5.377
H 6.536 0.503 -3.061
H 6.134 -0.023 -0.620
H 2.371 -0.535 -3.594
C 1.178 5.008 -2.322
C 1.370 3.488 -2.545
C 2.818 3.125 -2.584
C 0.717 3.188 -3.954
C 0.652 2.649 -1.463
H 1.291 5.568 -3.287
H 1.778 5.516 -1.550
H 0.145 5.125 -2.070
H 3.366 3.744 -3.252
H 2.918 2.080 -2.885
H 3.208 3.216 -1.597
H 1.309 3.747 -4.715
H -0.272 3.544 -4.087
H 0.731 2.074 -4.099
H -0.326 3.133 -1.336
O -1.545 0.407 -2.918
N -1.021 -0.292 -3.835
O 0.200 -0.542 -3.675
*
```

Computed properties:
ΔE to the lowest compared entry with this formula, charge and spin: 2.7 kcal/mol

***

(5)
Formula: C38H42MoN6O6PSTe
Source: the OMol25 dataset
Level of theory: ωB97M-V with the def2-TZVPD basis set

```
! RIJCOSX wB97M-V def2-TZVPD def2/J DEFGRID3
* xyz 3 1
Mo -0.607 0.292 0.733
O -1.168 0.709 2.391
C -2.033 1.510 3.098
C -2.602 1.020 4.256
C -3.490 1.832 4.941
C -3.790 3.105 4.464
C -3.197 3.576 3.303
C -2.294 2.782 2.601
C -1.592 3.237 1.407
N -0.861 2.491 0.567
C -0.308 3.361 -0.361
C -0.707 4.624 -0.078
N -1.505 4.524 1.033
H -2.351 0.023 4.598
H -3.951 1.472 5.851
H -4.493 3.729 4.998
H -3.457 4.563 2.941
H 0.337 3.043 -1.161
H -0.486 5.560 -0.560
H -1.937 5.300 1.511
O -3.419 0.941 0.308
N -2.687 -0.250 0.247
C -3.350 -1.293 -0.088
C -2.907 -2.674 -0.213
C -3.888 -3.528 -0.718
C -3.639 -4.881 -0.898
C -2.400 -5.389 -0.559
C -1.413 -4.548 -0.044
C -1.643 -3.193 0.136
P -0.345 -2.199 0.933
C -0.680 -2.290 2.718
C -1.831 -2.891 3.217
C -2.041 -2.943 4.591
C -1.112 -2.393 5.461
C 0.038 -1.783 4.964
C 0.251 -1.728 3.599
C 1.163 -3.149 0.633
C 1.590 -3.283 -0.690
C 2.710 -4.041 -0.991
C 3.408 -4.676 0.031
C 2.968 -4.573 1.343
C 1.842 -3.820 1.649
H -4.368 0.738 0.208
H -4.404 -1.142 -0.319
H -4.861 -3.128 -0.976
H -4.411 -5.527 -1.294
H -2.189 -6.443 -0.685
H -0.454 -4.972 0.222
H -2.555 -3.344 2.552
H -2.926 -3.430 4.979
H -1.274 -2.450 6.529
H 0.769 -1.367 5.645
H 1.152 -1.262 3.214
H 1.013 -2.837 -1.489
H 3.031 -4.154 -2.018
H 4.282 -5.270 -0.200
H 3.494 -5.094 2.132
H 1.500 -3.768 2.673
C 4.731 3.763 -5.493
C 3.621 4.204 -4.546
S 2.756 2.853 -3.799
O 1.855 3.355 -2.781
O 3.691 1.811 -3.433
C 1.724 2.205 -5.094
C 1.154 0.847 -4.711
N 0.299 0.852 -3.498
C 0.639 0.329 -2.318
N -0.367 0.486 -1.425
C -1.390 1.136 -2.098
C -0.983 1.355 -3.357
N -1.768 1.989 -4.394
O -2.887 2.309 -4.075
O -1.231 2.185 -5.462
C 1.923 -0.372 -2.076
H 5.242 4.647 -5.869
H 4.347 3.218 -6.356
H 5.455 3.137 -4.978
H 2.854 4.809 -5.034
H 4.000 4.763 -3.688
H 2.338 2.070 -5.985
H 0.946 2.939 -5.296
H 1.960 0.143 -4.522
H 0.549 0.477 -5.534
H -2.323 1.428 -1.653
H 2.019 -1.230 -2.743
H 1.953 -0.745 -1.059
H 2.769 0.293 -2.263
C 3.426 -0.414 1.347
Te 2.054 1.191 1.098
C 1.933 1.738 3.155
H 4.108 -0.110 2.138
H 3.979 -0.519 0.417
H 2.924 -1.341 1.600
H 2.526 1.020 3.716
H 0.900 1.722 3.486
H 2.357 2.733 3.252
*
```

***

Short version: DFT total energy = -3851.705434 -5653.048594 -9655.851811 -5028.102014 -3328.024146 Eh, in the order given.